1.
This record from the OMol25 dataset describes C22H26BN9S3Tc as an isolated structure. The level of theory is ωB97M-V/def2-TZVPD.

Calculated values
HOMO energy (alpha / beta): -13.96 / -14.03 eV
Energy relative to the best compared isomer or geometry (same formula, charge and spin): 0.0 kJ/mol
M: 621.53 g mol⁻¹
E_tot: -72017.361 eV
Gap between HOMO and LUMO (alpha / beta): 8.1 / 6.9 eV

ORCA input file:
```
! RIJCOSX wB97M-V def2-TZVPD def2/J DEFGRID3
* xyz 2 4
Tc -0.3374 0.3379 0.2652
C -3.0554 -2.9987 -2.9521
C -2.7465 -3.0458 -1.5055
N -3.0742 -3.9778 -0.6754
N -2.5820 -3.5736 0.5339
C -1.9461 -2.4084 0.4850
S -1.1730 -1.5476 1.7249
N -2.0464 -2.0568 -0.8243
N -1.4996 -0.8662 -1.3157
H -3.5859 -3.9085 -3.2204
H -2.1456 -2.9350 -3.5513
H -3.6910 -2.1442 -3.1904
H -2.7319 -4.1433 1.3535
H -2.2358 -0.2867 -1.7177
H -0.8117 -1.0732 -2.0394
C 2.9095 3.4940 0.8482
N 3.1522 2.2021 1.4815
C 4.3799 1.6140 1.6831
C 4.1484 0.4291 2.2992
N 2.7924 0.2874 2.4622
B 2.0733 -0.9510 3.0681
N 2.0924 -2.1322 1.9959
C 2.2203 -3.4370 2.4103
C 2.0719 -4.2434 1.3324
N 1.8532 -3.4203 0.2514
C 1.6853 -3.8896 -1.1153
C 1.8598 -2.1445 0.6881
S 1.6640 -0.7629 -0.3740
C 2.2109 1.3759 1.9587
S 0.5037 1.7255 1.9097
H 3.8673 3.9147 0.5580
H 2.4178 4.1665 1.5472
H 2.2845 3.3603 -0.0341
H 5.2953 2.0991 1.3951
H 4.8353 -0.3183 2.6541
H 0.9332 -0.6833 3.3234
H 2.6960 -1.3503 4.0078
H 2.4192 -3.6769 3.4393
H 2.1336 -5.3124 1.2296
H 2.4557 -4.6232 -1.3403
H 1.7888 -3.0524 -1.7990
H 0.7064 -4.3545 -1.2379
C -3.9496 2.3804 1.7660
C -4.0802 3.4363 0.8716
C -3.1934 3.5485 -0.1833
C -2.1841 2.6077 -0.3384
N -2.0740 1.5793 0.5358
C -2.9333 1.4754 1.5653
C -1.1599 2.6320 -1.3947
C -1.1739 3.5653 -2.4281
C -0.1796 3.5531 -3.3915
C 0.8328 2.6083 -3.3273
C 0.8530 1.6689 -2.3015
C -0.1352 1.6680 -1.3184
H -4.6165 2.2630 2.6073
H -4.8637 4.1705 1.0020
H -3.2759 4.3737 -0.8738
H -2.7796 0.6397 2.2339
H -1.9581 4.3073 -2.4937
H -0.1958 4.2811 -4.1908
H 1.6128 2.5984 -4.0771
H 1.6666 0.9546 -2.2766
*
```

2.
This record from the OMol25 dataset describes C22H26BrN3O6Sn as an isolated structure at a distorted geometry. The level of theory is ωB97M-V/def2-TZVPD.

Calculated values
HOMO energy: -2.32 eV
Energy relative to the best compared isomer or geometry (same formula, charge and spin): 22.6 kJ/mol
M: 627.08 g mol⁻¹
E_tot: -115869.458 eV
Gap between HOMO and LUMO: 6.6 eV

ORCA input file:
```
! RIJCOSX wB97M-V def2-TZVPD def2/J DEFGRID3
* xyz -2 1
Sn -0.1107 -0.8954 -1.2722
N 2.3186 -3.3990 -1.7418
C 3.2507 -2.2489 -1.8373
C 2.9016 -1.0599 -2.7557
O 3.8291 -0.6009 -3.4570
N 1.6331 -0.6191 -2.7219
C 1.2637 0.4511 -3.6502
C -0.1800 0.2699 -4.0907
O -0.5190 0.5266 -5.2545
O -0.9866 -0.1414 -3.1346
H 1.5712 -3.2402 -1.0912
H 1.8754 -3.5453 -2.6339
H 4.2061 -2.5990 -2.2076
H 3.4166 -1.8705 -0.8242
H 1.9192 0.4969 -4.5035
H 1.3073 1.4322 -3.1463
Br -5.0272 -0.4963 -1.7745
C -4.6302 -1.6939 -0.3506
C -5.6669 -2.0675 0.4852
C -5.3558 -2.9261 1.5282
C -4.0545 -3.3720 1.6752
C -3.0847 -2.9525 0.7737
N -3.3801 -2.1063 -0.2340
C -1.6533 -3.5213 0.9593
O -1.5742 -4.3191 1.9268
O -0.7448 -3.1706 0.1412
H -6.6647 -1.6865 0.3205
H -6.1320 -3.2447 2.2154
H -3.7430 -4.0401 2.4684
C 2.7182 -0.7944 1.5729
C 3.1281 0.6472 1.2338
C 3.5117 0.7836 -0.2508
C 2.0889 1.6811 1.6516
C 2.4408 2.6573 2.5822
C 1.5542 3.6530 2.9859
C 0.2774 3.6537 2.4242
C -0.1301 2.7033 1.4858
C -1.5583 2.7836 0.9535
C -2.3943 1.5734 1.4014
C -1.6399 2.9813 -0.5712
C 0.7826 1.6794 1.0758
O 0.4636 0.7642 0.1876
H 3.5227 -1.4977 1.3101
H 1.8163 -1.0886 1.0345
H 2.5081 -0.8989 2.6430
H 4.0212 0.8670 1.8198
H 2.6689 0.5290 -0.8994
H 4.3517 0.1209 -0.5042
H 3.8113 1.8128 -0.4767
H 3.4457 2.6327 3.0011
H 1.8481 4.4040 3.7129
H -0.4357 4.4192 2.7214
H -1.9978 3.6672 1.4131
H -1.9761 0.6551 0.9921
H -3.4329 1.6648 1.0588
H -2.3944 1.4847 2.4935
H -1.2381 2.1204 -1.0972
H -1.0647 3.8626 -0.8785
H -2.6823 3.1178 -0.8895
*
```

3.
This record from the OMol25 dataset describes C22H26BrN5OPd as an isolated structure. The level of theory is ωB97M-V/def2-TZVPD.

Calculated values
HOMO energy: -4.76 eV
Energy relative to the best compared isomer or geometry (same formula, charge and spin): 183.9 kJ/mol
M: 562.81 g mol⁻¹
E_tot: -106253.780 eV
Gap between HOMO and LUMO: 3.5 eV

ORCA input file:
```
! RIJCOSX wB97M-V def2-TZVPD def2/J DEFGRID3
* xyz 0 1
Pd 0.8240 1.3608 -1.4489
Br 3.4979 -3.5721 3.3171
C 3.3306 -2.3252 1.8769
C 3.8273 -2.6613 0.6117
C 3.6511 -1.7824 -0.4269
C 2.9794 -0.5214 -0.2877
O 2.7393 0.1817 -1.3167
C 2.5707 -0.1746 1.0543
C 1.8443 1.0324 1.3842
N 1.7221 2.0842 0.6548
C 0.9563 3.1404 1.1222
C 1.0706 3.6316 2.4076
C 0.2729 4.6989 2.8549
C -0.6521 5.2788 2.0348
C -0.7883 4.8257 0.7016
C -1.7263 5.3828 -0.1954
C -1.7898 4.9229 -1.4777
C -0.8988 3.9140 -1.8843
N -0.0253 3.3507 -1.0757
C 0.0316 3.7732 0.2231
C 2.7267 -1.1133 2.0874
H 4.3364 -3.6045 0.4602
H 4.0168 -2.0236 -1.4187
H 1.2962 0.9907 2.3396
H 1.8023 3.1872 3.0697
H 0.3926 5.0550 3.8711
H -1.2821 6.0871 2.3855
H -2.3764 6.1794 0.1478
H -2.4900 5.3369 -2.1914
H -0.8801 3.5809 -2.9141
H 2.3599 -0.8660 3.0782
N -2.6981 -4.5716 -1.3981
C -1.8965 -3.2847 -1.2274
C -2.7445 -2.2728 -0.4896
C -1.9649 -0.9386 -0.3368
N -1.8706 -0.1442 -1.5394
C -0.5841 -1.2161 0.2586
C 0.2186 -2.3106 -0.4424
N 0.5517 -1.9434 -1.8207
C -0.6108 -3.6028 -0.4967
H -3.5665 -4.3987 -1.9043
H -2.9300 -4.9479 -0.4780
H -2.1501 -5.2696 -1.9016
H -1.6590 -2.9405 -2.2345
H -2.9865 -2.6603 0.5096
H -3.6830 -2.0789 -1.0199
H -2.5250 -0.3451 0.3899
H -2.7567 0.1846 -1.8928
H -1.2759 -0.5186 -2.2657
H -0.6992 -1.5077 1.3081
H -0.0062 -0.2870 0.2356
H 1.1098 -2.5090 0.1613
H 1.3583 -2.4819 -2.1219
H 0.8903 -0.9728 -1.8335
H -0.8201 -3.9574 0.5197
H -0.0404 -4.3751 -1.0251
*
```

4.
This record from the OMol25 dataset describes C22H26Cl2NO2RhS4 as an isolated structure at a distorted geometry. The level of theory is ωB97M-V/def2-TZVPD.

Calculated values
HOMO energy (alpha / beta): -12.70 / -12.70 eV
Energy relative to the best compared isomer or geometry (same formula, charge and spin): 79.2 kJ/mol
M: 638.54 g mol⁻¹
E_tot: -100200.531 eV
Gap between HOMO and LUMO (alpha / beta): 4.3 / 4.3 eV

ORCA input file:
```
! RIJCOSX wB97M-V def2-TZVPD def2/J DEFGRID3
* xyz 2 1
Rh 0.3624 1.0453 0.7401
C -1.1406 2.0891 -1.5343
C 0.3274 2.0970 -2.0225
S 1.0237 0.3970 -1.8945
C 2.7351 0.4393 -1.2120
C 2.8743 -0.2071 0.1861
S 1.3128 -1.0884 0.6278
C 1.3489 -1.1903 2.4375
C -0.0916 -1.1633 2.9139
S -0.7930 0.5082 2.6790
C -2.4409 0.2359 1.9413
C -2.6447 1.1643 0.7660
S -1.5085 0.5943 -0.5196
H -1.8400 2.0810 -2.3692
H -1.3365 2.9557 -0.9084
H 0.9462 2.7867 -1.4530
H 0.3671 2.3795 -3.0710
H 3.0784 1.4742 -1.1696
H 3.3238 -0.1057 -1.9444
H 3.0423 0.5509 0.9487
H 3.7042 -0.9115 0.2036
H 1.9360 -0.3524 2.8140
H 1.8222 -2.1197 2.7585
H -0.1228 -1.4031 3.9763
H -0.7289 -1.8682 2.3786
H -3.1896 0.4453 2.7048
H -2.5096 -0.8165 1.6618
H -2.4128 2.2025 0.9982
H -3.6738 1.0900 0.4111
Cl 2.3336 7.8400 -0.7740
C 2.8712 6.2514 -1.2082
C 2.6208 5.7929 -2.4886
C 3.0569 4.5316 -2.8604
C 3.7585 3.7622 -1.9483
C 3.9859 4.2257 -0.6590
Cl 5.0280 3.2705 0.3578
C 3.5283 5.4784 -0.2407
N 3.7881 6.0335 1.0166
C 3.7489 5.3705 2.2768
C 4.8133 5.4986 3.1562
C 4.7995 4.8469 4.3793
C 3.7001 4.0786 4.7443
C 2.6125 4.0168 3.8935
C 2.6184 4.6736 2.6643
C 1.3456 4.7263 1.8463
C 0.9756 3.4177 1.2717
O -0.2544 3.0169 1.1795
O 1.8413 2.6047 0.8427
H 2.1033 6.4339 -3.1907
H 2.8932 4.1724 -3.8685
H 4.2029 2.8220 -2.2553
H 4.0386 7.0083 1.0212
H 5.6813 6.0686 2.8452
H 5.6511 4.9288 5.0424
H 3.6838 3.5624 5.6956
H 1.7176 3.4791 4.2020
H 1.4331 5.4355 1.0196
H 0.5068 5.0564 2.4617
*
```

Please write out number 4 again, unchanged.
This record from the OMol25 dataset describes C22H26Cl2NO2RhS4 as an isolated structure at a distorted geometry. The level of theory is ωB97M-V/def2-TZVPD.

Calculated values
HOMO energy (alpha / beta): -12.70 / -12.70 eV
Energy relative to the best compared isomer or geometry (same formula, charge and spin): 79.2 kJ/mol
M: 638.54 g mol⁻¹
E_tot: -100200.531 eV
Gap between HOMO and LUMO (alpha / beta): 4.3 / 4.3 eV

ORCA input file:
```
! RIJCOSX wB97M-V def2-TZVPD def2/J DEFGRID3
* xyz 2 1
Rh 0.3624 1.0453 0.7401
C -1.1406 2.0891 -1.5343
C 0.3274 2.0970 -2.0225
S 1.0237 0.3970 -1.8945
C 2.7351 0.4393 -1.2120
C 2.8743 -0.2071 0.1861
S 1.3128 -1.0884 0.6278
C 1.3489 -1.1903 2.4375
C -0.0916 -1.1633 2.9139
S -0.7930 0.5082 2.6790
C -2.4409 0.2359 1.9413
C -2.6447 1.1643 0.7660
S -1.5085 0.5943 -0.5196
H -1.8400 2.0810 -2.3692
H -1.3365 2.9557 -0.9084
H 0.9462 2.7867 -1.4530
H 0.3671 2.3795 -3.0710
H 3.0784 1.4742 -1.1696
H 3.3238 -0.1057 -1.9444
H 3.0423 0.5509 0.9487
H 3.7042 -0.9115 0.2036
H 1.9360 -0.3524 2.8140
H 1.8222 -2.1197 2.7585
H -0.1228 -1.4031 3.9763
H -0.7289 -1.8682 2.3786
H -3.1896 0.4453 2.7048
H -2.5096 -0.8165 1.6618
H -2.4128 2.2025 0.9982
H -3.6738 1.0900 0.4111
Cl 2.3336 7.8400 -0.7740
C 2.8712 6.2514 -1.2082
C 2.6208 5.7929 -2.4886
C 3.0569 4.5316 -2.8604
C 3.7585 3.7622 -1.9483
C 3.9859 4.2257 -0.6590
Cl 5.0280 3.2705 0.3578
C 3.5283 5.4784 -0.2407
N 3.7881 6.0335 1.0166
C 3.7489 5.3705 2.2768
C 4.8133 5.4986 3.1562
C 4.7995 4.8469 4.3793
C 3.7001 4.0786 4.7443
C 2.6125 4.0168 3.8935
C 2.6184 4.6736 2.6643
C 1.3456 4.7263 1.8463
C 0.9756 3.4177 1.2717
O -0.2544 3.0169 1.1795
O 1.8413 2.6047 0.8427
H 2.1033 6.4339 -3.1907
H 2.8932 4.1724 -3.8685
H 4.2029 2.8220 -2.2553
H 4.0386 7.0083 1.0212
H 5.6813 6.0686 2.8452
H 5.6511 4.9288 5.0424
H 3.6838 3.5624 5.6956
H 1.7176 3.4791 4.2020
H 1.4331 5.4355 1.0196
H 0.5068 5.0564 2.4617
*
```